Density functional theory data (ωB97M-V/def2-TZVPD) for a 2-piece molecular cluster, C6H11N3 overall in a non-equilibrium geometry.

```
! RIJCOSX wB97M-V def2-TZVPD def2/J DEFGRID3
* xyz 0 1
C 0.80185 1.59206 -0.73252
C -0.54694 0.89182 -0.78849
C -0.88816 0.59007 -2.23982
C -1.09428 0.20905 0.20668
N -1.91843 -0.02635 1.09128
H 0.83737 2.58812 -1.10362
H 1.54181 1.10649 -1.31495
H 1.23091 1.45347 0.32849
H 0.00136 0.29837 -2.74279
H -1.13475 1.51888 -2.78598
H -1.63347 -0.14076 -2.23771
H -1.79352 -0.80479 1.72025
C 0.16608 -2.56691 0.26836
C 0.52730 -1.46107 0.91447
N 1.34614 -0.84098 1.65009
N 0.95910 0.18772 2.49777
H -0.05270 -2.55610 -0.74374
H -0.02044 -3.48268 0.73408
H 0.04625 0.47094 2.90026
H 1.62453 0.97264 2.37789
*
```

Values from the calculation:
- SMILES = CC(C)=C=N.C=C=NN
- orbital gap (eV) = 8.92
- energy above the lowest of the compared OMol25 structures with the same formula, charge and spin (kJ/mol) = 524.36
- maximum force (hartree/bohr) = 0.0703
- E_LUMO (eV) = 0.6944
- E (Ha) = -399.2955

=====

Density functional theory data (ωB97M-V/def2-TZVPD) for a 2-piece molecular cluster, C6H11N3 overall in a non-equilibrium geometry.

```
! RIJCOSX wB97M-V def2-TZVPD def2/J DEFGRID3
* xyz 0 1
C 0.11229 -1.90770 1.06928
C -0.55556 -0.81922 0.27270
C -0.26686 -0.60219 -1.05806
N -0.99101 0.29846 -1.80506
N 0.78080 -1.20069 -1.71547
H -0.20197 -2.90435 0.75239
H 1.19904 -1.85394 0.97961
H -0.14441 -1.80403 2.12110
H -1.56602 -0.57428 0.58094
H -1.56305 0.93254 -1.26471
H -0.49177 0.76161 -2.54913
H 1.38602 -1.76232 -1.13747
H 1.28110 -0.62138 -2.37511
C -0.79888 2.15854 1.09591
C 0.22239 1.24376 1.12291
C 1.32995 1.36938 0.23194
N 2.15354 1.44274 -0.56873
H -1.03831 2.68741 0.18090
H -1.31439 2.40981 2.01359
H 0.46710 0.74584 2.05246
*
```

Values from the calculation:
- SMILES = CC=C(N)N.C=CC#N
- orbital gap (eV) = 7.86
- energy above the lowest of the compared OMol25 structures with the same formula, charge and spin (kJ/mol) = 212.81
- maximum force (hartree/bohr) = 0.0479
- E_LUMO (eV) = 0.6448
- E (Ha) = -399.4142

=====

Density functional theory data (ωB97M-V/def2-TZVPD) for an isolated ion of composition C6H11N4 and charge +1 in a non-equilibrium geometry.

```
! RIJCOSX wB97M-V def2-TZVPD def2/J DEFGRID3
* xyz 1 1
C -3.02751 1.01176 0.00253
N -1.66289 1.07028 -0.24595
C -0.83353 0.07304 -0.03310
N -1.19736 -1.15774 0.20921
C 0.62565 0.23449 -0.10371
N 1.21081 1.43445 0.24873
C 2.58286 1.29939 0.20703
N 2.98848 0.05992 0.08946
C 1.84636 -0.63738 -0.15175
C 1.93996 -2.20384 -0.25519
H -3.15251 1.07195 1.02968
H -3.57926 0.08649 -0.41899
H -3.50035 2.00365 -0.47968
H -1.38498 1.88923 -0.84670
H -0.58751 -1.82966 0.57656
H -2.21689 -1.34837 0.34687
H 0.83498 2.32116 0.27934
H 3.04980 2.21299 0.46565
H 2.74958 -2.26242 -0.96706
H 2.26999 -2.59898 0.66092
H 1.04433 -2.73040 -0.61385
*
```

Values from the calculation:
- SMILES = C/[NH+]=C(\N)c1[nH]cnc1C
- orbital gap (eV) = 8.86
- energy above the lowest of the compared OMol25 structures with the same formula, charge and spin (kJ/mol) = 64.99
- maximum force (hartree/bohr) = 0.0935
- E_LUMO (eV) = -3.8182
- E (Ha) = -453.9935

=====

Density functional theory data (ωB97M-V/def2-TZVPD) for a 2-piece molecular cluster, C6H11N4O overall in a non-equilibrium geometry.

```
! RIJCOSX wB97M-V def2-TZVPD def2/J DEFGRID3
* xyz 1 1
C -1.00424 0.59303 -0.26730
C -0.08094 -2.11097 -1.52472
C 0.84044 -1.61422 -0.42818
C -0.05586 -1.58888 2.83611
C 0.88343 1.77170 -0.67373
C -0.40883 2.71816 -0.55733
N 0.30062 0.55738 -0.19034
N -1.52037 1.76665 -0.58813
N 0.86617 -1.46459 3.59481
N 1.09401 -0.44953 0.07527
O -0.67690 -1.57050 1.88645
H -1.64760 -0.23868 -0.05331
H -0.78811 -1.36090 -1.86068
H -0.40801 -3.22280 -1.37936
H 1.53096 -2.41721 -0.07040
H 1.21119 1.73982 -1.63842
H 1.68654 2.07002 -0.15083
H -0.51701 3.20098 0.43407
H -0.58078 3.56537 -1.33560
H -2.35598 2.01683 -0.28376
H 0.55779 -2.31601 -2.44677
H 1.07346 -1.64564 4.62216
*
```

Values from the calculation:
- orbital gap (eV) = 9.74
- energy above the lowest of the compared OMol25 structures with the same formula, charge and spin (kJ/mol) = 170.40
- maximum force (hartree/bohr) = 0.1157
- E_LUMO (eV) = -3.5036
- E (Ha) = -529.1627

=====

Density functional theory data (ωB97M-V/def2-TZVPD) for a 2-piece molecular cluster, C6H11N4OPS overall in a non-equilibrium geometry.

```
! RIJCOSX wB97M-V def2-TZVPD def2/J DEFGRID3
* xyz 0 1
C 3.16771 -0.68275 0.16374
C 2.54083 0.26474 1.03897
C 2.62685 -0.79851 -1.11966
C 1.41769 0.99026 0.63263
C 1.60211 -0.05626 -1.53084
C 0.98619 0.87841 -0.71599
N -2.00132 -2.46266 1.05769
N -0.56176 2.56886 -0.47694
N -1.56910 -1.55659 0.03906
N 0.07120 1.71545 -1.19961
O -3.78580 -0.67028 -0.54002
P -2.31923 -0.06380 -0.29416
S -2.59763 0.96509 1.52426
H 4.04950 -1.10096 0.39832
H 2.85436 0.30796 2.06522
H 3.03904 -1.51785 -1.86406
H 0.99125 1.61278 1.38669
H 1.16990 -0.12417 -2.58993
H -2.00180 -2.07605 2.00407
H -2.98508 -2.55566 0.91515
H -1.20091 3.14293 -0.98736
H -0.47782 2.57432 0.58119
H -0.51264 -1.30576 0.18616
H -4.50353 -0.04951 -0.67461
*
```

Values from the calculation:
- orbital gap (alpha / beta) (eV) = 4.77 / 7.70
- energy above the lowest of the compared OMol25 structures with the same formula, charge and spin (kJ/mol) = 0.00
- maximum force (hartree/bohr) = 0.0954
- E_LUMO (alpha / beta) (eV) = -2.3131 / -0.8073
- E (Ha) = -1268.9266

=====

Density functional theory data (ωB97M-V/def2-TZVPD) for a 2-piece molecular cluster, C6H11N5 overall in a non-equilibrium geometry.

```
! RIJCOSX wB97M-V def2-TZVPD def2/J DEFGRID3
* xyz 2 1
C -1.35581 -2.10207 0.02472
C -2.57879 -0.37468 -0.23703
C -0.63480 -0.96474 0.45209
C 1.64453 -0.16429 -0.51695
C 0.82800 -0.72790 0.79631
C -1.57315 2.93762 0.16838
N 1.08066 -0.38112 -1.60186
N 2.64040 0.47547 -0.07939
N -2.59468 -1.71775 -0.21136
N 3.78182 0.38584 0.37387
N -1.47835 0.09379 0.21142
H -0.78368 -3.08068 -0.08667
H -3.46364 0.34190 -0.32393
H 0.97123 0.06960 1.58140
H 1.31291 -1.64669 1.03543
H -1.74320 3.68793 -0.55108
H -2.33480 2.21416 0.56724
H -0.58099 2.83226 0.58395
H 1.46200 -0.22280 -2.54991
H -3.26838 -2.36988 -0.62595
H 4.31193 1.22340 0.61045
H 4.35678 -0.50937 0.37889
*
```

Values from the calculation:
- orbital gap (alpha / beta) (eV) = 4.85 / 4.85
- energy above the lowest of the compared OMol25 structures with the same formula, charge and spin (kJ/mol) = 761.68
- maximum force (hartree/bohr) = 0.1251
- E_LUMO (alpha / beta) (eV) = -10.7379 / -10.7359
- E (Ha) = -508.1158

=====

Density functional theory data (ωB97M-V/def2-TZVPD) for an isolated ion of composition C6H11NO and charge -1 in a non-equilibrium geometry.

```
! RIJCOSX wB97M-V def2-TZVPD def2/J DEFGRID3
* xyz -1 2
C 1.13193 1.47201 1.09985
O 0.28598 1.77366 2.24039
C 0.31675 1.14756 -0.13519
C -0.80550 0.10225 0.06181
C -0.24306 -1.26743 -0.24487
C 0.37531 -2.04837 0.70149
C -1.14592 -1.25593 -2.44009
N -0.25202 -1.68105 -1.53765
H 1.75919 2.32898 0.85378
H 1.63907 0.55506 1.40090
H 0.38457 2.68925 2.53020
H 0.99642 0.68472 -0.84524
H -0.00467 2.00764 -0.73472
H -1.08897 0.14541 1.11787
H -1.60937 0.25974 -0.65413
H 0.43873 -1.67881 1.73242
H 0.90312 -2.98413 0.55140
H -1.15071 -1.75161 -3.39878
H -1.93088 -0.49894 -2.29944
*
```

Values from the calculation:
- orbital gap (alpha / beta) (eV) = 3.37 / 6.28
- energy above the lowest of the compared OMol25 structures with the same formula, charge and spin (kJ/mol) = 134.86
- maximum force (hartree/bohr) = 0.0309
- ⟨S²⟩ = 0.764
- E_LUMO (alpha / beta) (eV) = 3.3344 / 3.3212
- E (Ha) = -365.1228

=====

Density functional theory data (ωB97M-V/def2-TZVPD) for a 2-piece molecular cluster, C6H11NO overall in a non-equilibrium geometry.

```
! RIJCOSX wB97M-V def2-TZVPD def2/J DEFGRID3
* xyz 0 1
H 1.12603 -2.16772 -0.85936
N 0.65225 -1.34714 -0.50368
C 1.35659 -0.60930 0.29820
C 2.78440 -0.93379 0.66003
C 0.77817 0.55878 0.89243
C -0.40211 1.10241 0.51200
C -1.10901 2.18776 0.29624
H 3.05065 -1.95055 0.36779
H 3.46027 -0.23827 0.15578
H 2.94377 -0.82846 1.73467
H 1.31806 1.04380 1.69602
H -2.18282 2.21073 0.40305
H -0.61690 3.08958 -0.04140
C -2.50247 -0.21209 -1.11081
O -1.65323 -0.43232 0.00342
H -2.11843 0.58575 -1.75498
H -3.49224 0.06496 -0.74945
H -2.58903 -1.12944 -1.70106
H -0.80395 -0.99467 -0.29890
*
```

Values from the calculation:
- SMILES = [H]/N=C(\C)C=C=C.CO
- orbital gap (eV) = 8.75
- energy above the lowest of the compared OMol25 structures with the same formula, charge and spin (kJ/mol) = 348.99
- maximum force (hartree/bohr) = 0.0261
- E_LUMO (eV) = 0.7868
- E (Ha) = -365.0985